Entry from the OMol25 dataset: the ion C2H7N2 with charge +1 at a distorted geometry (the ωB97M-V functional and the def2-TZVPD basis).

Properties
* frontier orbital gap: 11.266 eV
* 2S+1: 1
* relative energy (zero: lowest compared OMol25 entry of this formula, charge and spin): 94.1 kJ/mol
* LUMO: -4.1 eV
* SMILES: CNC=[NH2+]
* net charge: +1

Geometry as XYZ:
```
11
C2H7N2 the ωB97M-V functional and the def2-TZVPD basis
C 1.141 0.979 0.638
N 0.543 -0.189 0.087
C -0.722 -0.100 -0.280
N -1.417 -1.117 -0.868
H 2.010 1.360 0.076
H 1.772 0.814 1.589
H 0.456 1.759 0.830
H 1.117 -1.004 -0.177
H -1.503 0.799 -0.101
H -0.945 -2.078 -0.901
H -2.453 -1.222 -0.894
```